No. 1
12
Properties=species:S:1:pos:R:3:mulliken_charge:R:1 method="wB97M-V/def2-TZVPD" homo_energy_ev="-12.63 / -12.90" total_energy_ha=-260.94831 orbital_gap_ev="7.071 / 7.578" charge=+1 spin_multiplicity=1 relative_energy_kj_mol=200.9 lumo_energy_ev="-5.56 / -5.32"
C 0.91 -0.05 -0.11 -0.0311
N 1.85 -0.91 0.24 -0.2679
N 1.14 1.19 -0.45 -0.2683
N -1.56 0.41 0.47 -0.2215
N -2.51 0.05 -0.28 -0.0545
H 2.81 -0.52 0.33 0.2073
H 1.99 1.77 -0.46 0.2177
H 0.32 1.55 -0.97 0.2697
H -1.13 -0.36 1.12 0.3165
H -3.12 -0.83 -0.15 0.2988
H -2.88 0.69 -1.04 0.3094
H 1.74 -1.86 0.51 0.2240

***

No. 2
12
Properties=species:S:1:pos:R:3:mulliken_charge:R:1 method="wB97M-V/def2-TZVPD" homo_energy_ev=-14.49 total_energy_ha=-260.85723 orbital_gap_ev=10.557 charge=+1 spin_multiplicity=1 relative_energy_kj_mol=440.0 lumo_energy_ev=-3.93
C 0.09 -1.20 -0.08 -0.1357
N 0.58 0.08 -0.47 -0.3304
N -0.40 0.06 0.51 -0.2567
N 2.16 0.45 0.36 -0.4150
N -1.70 0.45 -0.01 -0.1272
H -0.49 -1.58 -0.78 0.3876
H 0.65 -1.96 0.63 0.2804
H 2.02 1.45 0.56 0.2722
H 2.87 0.59 -0.33 0.2711
H -2.32 -0.25 0.13 0.3096
H -1.55 0.52 -0.99 0.3622
H -1.93 1.38 0.47 0.3818

***

No. 3
13
Properties=species:S:1:pos:R:3:mulliken_charge:R:1 method="wB97M-V/def2-TZVPD" homo_energy_ev="-14.90 / -11.74" total_energy_ha=-336.15582 orbital_gap_ev="11.130 / 4.228" charge=+1 spin_multiplicity=1 relative_energy_kj_mol=268.0 lumo_energy_ev="-3.77 / -7.52"
C -1.26 0.02 0.03 0.5889
N -1.90 0.30 -1.12 -0.3869
N -1.73 -0.91 0.90 -0.3284
N 3.33 0.22 0.61 0.0616
N -0.07 0.46 0.32 -0.4319
O 2.91 0.42 -0.49 -0.2785
H -2.73 -0.32 -1.44 0.2587
H -1.47 0.79 -1.89 0.2531
H -2.60 -1.29 0.81 0.1969
H -1.17 -0.85 1.76 0.2687
H 2.95 0.75 1.31 0.2539
H 4.07 -0.43 0.65 0.2675
H 0.11 1.52 0.23 0.2763

***

No. 4
13
Properties=species:S:1:pos:R:3:mulliken_charge:R:1 method="wB97M-V/def2-TZVPD" homo_energy_ev=-14.53 total_energy_ha=-336.17430 orbital_gap_ev=10.362 charge=+1 smiles="[H]/N=C(/N)N([NH3+])O" spin_multiplicity=1 relative_energy_kj_mol=219.5 lumo_energy_ev=-4.17
H -0.06 -0.29 1.82 0.2672
N 0.50 -0.98 1.36 -0.6345
C 0.63 -0.92 0.12 0.6417
N 1.44 -1.61 -0.75 -0.4433
N -0.20 0.09 -0.68 -0.0237
N -1.43 0.43 0.05 -0.5121
O 0.51 1.29 -0.78 -0.4115
H 1.83 -2.32 -0.17 0.3006
H 1.16 -1.99 -1.60 0.2520
H -1.44 1.54 0.30 0.4109
H -1.64 -0.20 0.93 0.3696
H -2.22 0.44 -0.73 0.4210
H 0.67 1.62 -1.63 0.3622

***

What did the fourth record say?
13
Properties=species:S:1:pos:R:3:mulliken_charge:R:1 method="wB97M-V/def2-TZVPD" homo_energy_ev=-14.53 total_energy_ha=-336.17430 orbital_gap_ev=10.362 charge=+1 smiles="[H]/N=C(/N)N([NH3+])O" spin_multiplicity=1 relative_energy_kj_mol=219.5 lumo_energy_ev=-4.17
H -0.06 -0.29 1.82 0.2672
N 0.50 -0.98 1.36 -0.6345
C 0.63 -0.92 0.12 0.6417
N 1.44 -1.61 -0.75 -0.4433
N -0.20 0.09 -0.68 -0.0237
N -1.43 0.43 0.05 -0.5121
O 0.51 1.29 -0.78 -0.4115
H 1.83 -2.32 -0.17 0.3006
H 1.16 -1.99 -1.60 0.2520
H -1.44 1.54 0.30 0.4109
H -1.64 -0.20 0.93 0.3696
H -2.22 0.44 -0.73 0.4210
H 0.67 1.62 -1.63 0.3622